# 1
Density functional theory data (ωB97M-V with the def2-TZVPD basis set) for one molecule with the formula C4H11N2.

Each line ends with the natural charge from an NBO analysis.
Geometry (Å):
1 C -0.438 -1.633 0.954  -0.210
2 C -0.541 -0.124 1.011  -0.439
3 C 0.204 0.620 -0.050  -0.357
4 C -0.486 1.482 -0.886  -0.308
5 N 0.315 1.942 -2.041  -0.783
6 N 0.950 -2.060 1.250  -0.848
7 H -0.619 -1.936 -0.072  0.188
8 H -1.150 -2.101 1.622  0.162
9 H -0.286 0.257 2.011  0.193
10 H -1.598 0.169 1.007  0.206
11 H 1.287 0.608 -0.079  0.198
12 H -1.543 1.447 -1.069  0.191
13 H 0.955 1.165 -2.392  0.276
14 H -0.266 2.210 -2.836  0.405
15 H 0.914 2.724 -1.806  0.421
16 H 1.241 -1.707 2.151  0.347
17 H 1.060 -3.064 1.223  0.356

The max |F| is 1.3 eV/A. As for the expectation value of S²: 0.75. As for the spin multiplicity: 2. The HOMO energy (alpha / beta) comes out at -3.9 / -8.5 eV. The total energy is -7302.60954 eV. As for the gap between HOMO and LUMO (alpha / beta): 4.798 / 9.096 eV.



# 2
Density functional theory data (ωB97M-V with the def2-TZVPD basis set) for an isolated ion of composition C4H11N2 and charge +1.

Each line ends with the natural charge from an NBO analysis.
Geometry (Å):
1 C -0.134 -1.687 1.585  -0.406
2 N 0.586 -1.383 0.414  -0.651
3 C 0.002 -0.711 -0.659  -0.036
4 N 0.514 0.750 -0.662  -0.391
5 C -0.121 1.839 -1.434  -0.220
6 C -0.342 1.707 0.032  -0.207
7 H -0.529 -0.715 1.842  0.183
8 H -0.866 -2.448 1.582  0.200
9 H 0.494 -2.151 2.338  0.230
10 H 1.275 -2.111 0.292  0.409
11 H -1.141 -0.402 -0.431  0.191
12 H -0.003 -1.013 -1.771  0.243
13 H 1.544 0.599 -0.528  0.460
14 H -0.883 1.457 -2.120  0.253
15 H 0.598 2.617 -1.684  0.262
16 H 0.167 2.385 0.781  0.257
17 H -1.160 1.266 0.424  0.222

The max |F| is 4.4 eV/A. The structure (SMILES) is CNC[NH+]1CC1. The HOMO energy comes out at -13.7 eV. The total energy is -7297.48860 eV. As for the gap between HOMO and LUMO: 10.874 eV. As for the total charge: +1.



# 3
Density functional theory data (ωB97M-V with the def2-TZVPD basis set) for an isolated ion of composition C4H11N2 and charge +1.

Each line ends with the natural charge from an NBO analysis.
Geometry (Å):
1 C -1.959 1.404 0.070  -0.625
2 C -1.503 0.046 0.605  -0.415
3 C 0.005 -0.113 0.621  -0.236
4 N 0.584 -0.180 -0.726  -0.495
5 C 1.771 -0.623 -1.014  0.399
6 N 2.537 -1.289 -0.184  -0.717
7 H -2.995 1.618 0.336  0.248
8 H -1.342 2.227 0.437  0.216
9 H -1.960 1.404 -1.028  0.201
10 H -1.992 -0.761 0.067  0.225
11 H -1.807 -0.068 1.643  0.235
12 H 0.232 -1.037 1.160  0.206
13 H 0.512 0.664 1.196  0.224
14 H 0.131 0.389 -1.427  0.435
15 H 2.154 -0.473 -2.012  0.233
16 H 3.452 -1.622 -0.454  0.443
17 H 2.180 -1.587 0.710  0.424

The max |F| is 1.0 eV/A. The structure (SMILES) is CCC/[NH+]=C\N. The HOMO energy comes out at -15.4 eV. The total energy is -7300.65874 eV. As for the gap between HOMO and LUMO: 11.999 eV. As for the total charge: +1.



# 4
Density functional theory data (ωB97M-V with the def2-TZVPD basis set) for a 2-piece molecular cluster, C4H11N2 overall.

Each line ends with the natural charge from an NBO analysis.
Geometry (Å):
1 C 0.092 -0.185 -0.395  -0.628
2 C -1.282 0.070 -0.940  -0.317
3 C -2.222 0.719 -0.259  0.033
4 N -3.493 1.031 -0.758  -0.792
5 H 0.184 0.335 0.563  0.184
6 H 0.269 -1.257 -0.256  0.199
7 H 0.858 0.200 -1.074  0.201
8 H -1.518 -0.273 -1.940  0.207
9 H -2.051 1.133 0.729  0.182
10 H -4.202 1.000 -0.036  0.380
11 H -3.750 0.426 -1.526  0.374
12 C 2.455 -0.182 1.335  0.173
13 N 3.276 -0.874 0.653  -0.578
14 H 2.417 0.892 1.218  0.246
15 H 1.816 -0.681 2.054  0.244
16 H 3.286 -1.890 0.698  0.447
17 H 3.866 -0.464 -0.065  0.447

The max |F| is 0.6 eV/A. The HOMO energy comes out at -11.0 eV. The total energy is -7298.32427 eV. As for the gap between HOMO and LUMO: 5.388 eV. As for the total charge: +1.



# 5
Density functional theory data (ωB97M-V with the def2-TZVPD basis set) for an isolated ion of composition C4H11N2 and charge +1.

Each line ends with the natural charge from an NBO analysis.
Geometry (Å):
1 C 2.356 -0.080 0.129  -0.645
2 C 1.361 0.787 -0.546  -0.416
3 C -0.027 0.662 0.132  -0.259
4 N -0.636 -0.631 -0.142  -0.509
5 C -1.895 -1.008 -0.024  0.398
6 N -2.880 -0.382 0.549  -0.706
7 H 2.990 0.568 0.704  0.241
8 H 1.932 -0.801 0.779  0.201
9 H 2.947 -0.705 -0.459  0.236
10 H 1.232 0.774 -1.641  0.225
11 H 1.647 1.859 -0.445  0.241
12 H -0.657 1.413 -0.438  0.216
13 H 0.137 0.980 1.142  0.230
14 H 0.051 -1.270 -0.560  0.439
15 H -2.022 -2.011 -0.530  0.239
16 H -3.808 -0.675 0.389  0.439
17 H -2.727 0.518 0.960  0.429

The max |F| is 3.4 eV/A. The structure (SMILES) is CCC/[NH+]=C\N. The HOMO energy comes out at -15.4 eV. The total energy is -7299.94127 eV. As for the gap between HOMO and LUMO: 11.999 eV. As for the total charge: +1.



# 6
Density functional theory data (ωB97M-V with the def2-TZVPD basis set) for a 2-piece molecular cluster, C4H11N2 overall.

Each line ends with the natural charge from an NBO analysis.
Geometry (Å):
1 C 1.267 -0.718 1.625  -0.251
2 C 0.315 -0.437 0.725  0.070
3 N -0.370 -1.304 -0.038  -0.765
4 N 1.902 0.412 2.335  -0.659
5 H 1.612 -1.686 1.941  0.233
6 H 0.084 0.602 0.498  0.208
7 H -1.201 -0.970 -0.497  0.426
8 H -0.116 -2.275 -0.070  0.411
9 H 2.887 0.547 2.084  0.436
10 H 1.882 0.301 3.352  0.441
11 H 1.415 1.284 2.121  0.441
12 C -1.018 1.013 -2.327  -0.400
13 C -2.192 0.400 -2.312  -0.392
14 H -0.091 0.469 -2.201  0.189
15 H -0.947 2.068 -2.543  0.211
16 H -2.321 -0.675 -2.247  0.188
17 H -3.105 0.967 -2.447  0.214

The max |F| is 0.4 eV/A. The HOMO energy comes out at -13.1 eV. The total energy is -7298.55284 eV. As for the gap between HOMO and LUMO: 9.567 eV. As for the total charge: +1.



# 7
Density functional theory data (ωB97M-V with the def2-TZVPD basis set) for a 2-piece molecular cluster, C4H11N2 overall.

Each line ends with the natural charge from an NBO analysis.
Geometry (Å):
1 C 0.352 1.718 -0.706  -0.259
2 C 0.995 1.593 0.662  -0.240
3 C 1.351 -0.587 -0.657  -0.427
4 C -1.676 -0.895 0.246  0.167
5 N -1.797 -1.883 1.014  -0.632
6 N 0.516 0.421 -0.096  -0.442
7 H -0.588 2.233 -0.991  0.219
8 H 1.085 1.967 -1.499  0.199
9 H 2.036 1.839 0.548  0.218
10 H 0.370 1.931 1.604  0.225
11 H 2.382 -0.460 -0.620  0.218
12 H 1.128 -1.613 -0.350  0.187
13 H 1.172 -0.582 -1.722  0.210
14 H -2.364 -0.018 0.584  0.238
15 H -1.270 -0.936 -0.681  0.228
16 H -1.275 -2.846 0.839  0.449
17 H -2.418 -1.883 1.826  0.443

The max |F| is 5.3 eV/A. The HOMO energy comes out at -13.3 eV. The total energy is -7296.81124 eV. As for the gap between HOMO and LUMO: 8.832 eV. As for the total charge: +1.



# 8
Density functional theory data (ωB97M-V with the def2-TZVPD basis set) for a 2-piece molecular cluster, C4H11N2O overall.

Each line ends with the natural charge from an NBO analysis.
Geometry (Å):
1 N -0.510 0.898 -2.391  -0.921
2 C -0.202 -0.524 -2.006  0.137
3 O 0.894 -0.582 -1.238  -0.961
4 H 0.387 1.349 -2.253  0.354
5 H -0.747 1.000 -3.370  0.320
6 H -1.104 -0.918 -1.494  0.063
7 H -0.085 -1.127 -2.948  0.047
8 C -0.250 1.611 1.052  -0.620
9 C 0.597 0.495 1.621  -0.268
10 C -0.246 -1.628 1.456  -0.092
11 N -0.252 -0.579 2.158  -0.430
12 H 0.316 2.508 0.820  0.191
13 H -0.717 1.283 0.121  0.247
14 H -1.063 1.874 1.731  0.183
15 H 1.179 0.880 2.468  0.157
16 H 1.261 0.108 0.849  0.240
17 H 0.272 -1.674 0.489  0.222
18 H -0.817 -2.495 1.806  0.131

The max |F| is 0.7 eV/A. The HOMO energy comes out at -2.8 eV. The total energy is -9353.21073 eV. As for the gap between HOMO and LUMO: 7.206 eV. As for the total charge: -1.



# 9
Density functional theory data (ωB97M-V with the def2-TZVPD basis set) for an isolated ion of composition C4H11N2O and charge -1.

Each line ends with the natural charge from an NBO analysis.
Geometry (Å):
1 C 2.193 1.323 -0.715  -0.609
2 C 1.116 0.496 -0.001  -0.053
3 N 1.171 -0.898 -0.406  -0.899
4 C -0.275 1.030 -0.312  -0.226
5 N -1.250 0.548 0.646  -0.701
6 C -1.921 -0.725 0.334  0.142
7 O -1.200 -1.807 0.567  -0.924
8 H 1.980 1.445 -1.777  0.191
9 H 2.269 2.300 -0.264  0.180
10 H 3.157 0.814 -0.694  0.193
11 H 1.321 0.621 1.065  0.148
12 H 1.935 -1.386 0.046  0.326
13 H 0.307 -1.361 -0.085  0.428
14 H -0.214 2.115 -0.352  0.164
15 H -0.577 0.637 -1.286  0.178
16 H -1.723 1.257 1.172  0.350
17 H -2.249 -0.603 -0.744  0.038
18 H -2.871 -0.691 0.884  0.075

The max |F| is 1.1 eV/A. The structure (SMILES) is C[C@H](N)CNC[O-]. The HOMO energy comes out at -2.7 eV. The total energy is -9353.73799 eV. As for the gap between HOMO and LUMO: 6.821 eV. As for the total charge: -1.



# 10
Density functional theory data (ωB97M-V with the def2-TZVPD basis set) for one molecule with the formula C4H11N2O.

Each line ends with the natural charge from an NBO analysis.
Geometry (Å):
1 C 0.701 1.081 0.207  -0.219
2 C 1.929 0.344 -0.494  -0.438
3 C 1.669 -0.875 -1.401  -0.135
4 O 0.733 -1.761 -1.020  -0.317
5 N -0.662 0.526 0.008  -0.640
6 C -1.337 0.161 1.275  -0.058
7 N -2.773 0.341 1.225  -0.822
8 H 0.662 2.120 -0.116  0.193
9 H 1.012 1.020 1.253  0.178
10 H 2.563 0.038 0.330  0.207
11 H 2.445 1.053 -1.141  0.213
12 H 2.603 -1.474 -1.356  0.254
13 H 1.692 -0.604 -2.461  0.180
14 H -0.500 -0.328 -0.453  0.360
15 H -0.949 0.797 2.053  0.171
16 H -1.111 -0.870 1.565  0.169
17 H -2.965 1.321 1.071  0.354
18 H -3.136 -0.178 0.436  0.352

The max |F| is 1.6 eV/A. As for the expectation value of S²: 0.75. As for the spin multiplicity: 2. The HOMO energy (alpha / beta) comes out at -9.0 / -9.0 eV. The total energy is -9350.97598 eV. As for the gap between HOMO and LUMO (alpha / beta): 9.959 / 7.325 eV.



# 11
Density functional theory data (ωB97M-V with the def2-TZVPD basis set) for a 2-piece molecular cluster, C4H11N2O overall.

Each line ends with the natural charge from an NBO analysis.
Geometry (Å):
1 C -0.823 -1.514 -3.351  0.080
2 C -0.124 1.020 1.380  -0.091
3 C 0.296 0.460 0.095  0.345
4 C -0.358 0.108 2.539  -0.635
5 N -0.274 -1.277 -2.227  -0.665
6 N 1.359 1.312 0.970  -0.642
7 O -0.098 0.931 -1.063  -0.684
8 H -1.027 -0.727 -4.107  0.198
9 H -1.059 -2.447 -3.809  0.191
10 H -0.785 1.892 1.617  0.269
11 H 0.609 -0.628 0.072  0.182
12 H 0.252 -0.740 2.645  0.224
13 H -1.442 -0.107 2.478  0.253
14 H -0.041 0.705 3.479  0.236
15 H -0.021 -2.066 -1.538  0.398
16 H 2.055 0.772 1.486  0.413
17 H 1.592 2.263 1.134  0.441
18 H -0.111 0.042 -1.801  0.487

The max |F| is 2.8 eV/A. The HOMO energy comes out at -14.3 eV. The total energy is -9345.00717 eV. As for the gap between HOMO and LUMO: 11.251 eV. As for the total charge: +1.



# 12
Density functional theory data (ωB97M-V with the def2-TZVPD basis set) for a 2-piece molecular cluster, C4H11N2O overall.

Each line ends with the natural charge from an NBO analysis.
Geometry (Å):
1 C -0.358 1.315 -1.659  0.772
2 C 0.087 -1.467 1.922  -0.631
3 C -0.470 0.640 0.394  -0.493
4 C 0.143 -0.738 0.536  -0.081
5 N -1.421 1.915 -2.080  -0.824
6 N 1.539 -0.701 -0.062  -0.711
7 O 0.538 0.721 -2.232  -0.628
8 H 0.726 -2.286 2.166  0.242
9 H 0.396 -0.625 2.614  0.214
10 H -0.840 -1.840 2.118  0.246
11 H -0.068 1.271 1.187  0.210
12 H -1.531 0.598 0.380  0.220
13 H -0.438 -1.290 -0.137  0.210
14 H -2.213 2.357 -1.527  0.445
15 H -1.536 2.311 -3.056  0.440
16 H 1.494 -0.246 -1.050  0.493
17 H 1.851 -1.696 -0.177  0.441
18 H 2.099 -0.240 0.662  0.434

The max |F| is 5.4 eV/A. The HOMO energy comes out at -13.3 eV. The total energy is -9345.70684 eV. As for the gap between HOMO and LUMO: 10.213 eV. As for the total charge: +1.